(1)
The following is a DFT calculation (wB97M-V/def2-TZVPD) of 9 unconnected molecules or ions with the total composition C36H61NO11 in a non-equilibrium geometry.

Geometry as XYZ:
```
109
C36H61NO11 wB97M-V/def2-TZVPD
C 5.14767 -2.62417 -1.22601
O 4.29428 -1.44463 -1.59075
C 2.91950 -1.97199 -1.45515
C 1.80558 -0.98951 -2.21570
C 0.94177 -0.06618 -1.14762
C -0.54211 -0.80065 -0.96600
C -1.07020 -1.34801 0.52344
C -2.54802 -2.08305 0.73205
C -3.45313 -2.28925 -0.61816
C -2.95060 -1.80069 -2.09947
C -1.51649 -1.03565 -2.30545
C -4.13943 -2.24578 -3.13443
O -4.02014 -2.52772 -4.43351
N -5.34901 -2.29770 -2.21452
C -4.92719 -2.95406 -0.88368
O -5.64222 -3.83629 -0.18111
H 4.47559 -3.33723 -0.55970
H 6.05005 -2.25913 -0.57304
H 5.46006 -3.25555 -2.16849
H 2.60154 -2.21006 -0.35331
H 2.89978 -3.01322 -2.03467
H 2.36134 -0.30104 -3.01498
H 1.13436 -1.72399 -2.85384
H 1.50435 -0.12441 -0.09685
H 0.86758 1.06472 -1.44616
H -0.40176 -1.22745 1.50566
H -2.97359 -2.45136 1.75785
H -1.19320 -0.66619 -3.36750
H -5.55089 -1.27947 -2.09966
C -3.96900 -5.14993 -6.29481
C -4.17065 -6.31284 -7.22915
C -5.57719 -6.60678 -7.67760
O -3.22237 -6.99652 -7.61160
H -2.90424 -5.05676 -6.05585
H -4.30200 -4.22606 -6.77435
H -4.52220 -5.31827 -5.36738
H -5.98184 -5.74780 -8.21876
H -6.20208 -6.84009 -6.81183
H -5.57064 -7.47241 -8.34856
C 6.65909 -2.70649 3.25576
C 5.69058 -3.67047 2.62430
C 5.25186 -4.85215 3.44710
O 5.27360 -3.49898 1.47990
H 6.88659 -1.90364 2.54639
H 6.21408 -2.26609 4.15152
H 7.58798 -3.22449 3.50743
H 4.74413 -4.50733 4.35140
H 6.11799 -5.46582 3.70729
H 4.55333 -5.46130 2.86354
C -7.99513 0.44558 0.98404
C -7.85762 0.00412 -0.44851
C -8.60023 -1.23672 -0.86649
O -7.16510 0.63334 -1.24689
H -7.40486 1.35452 1.14197
H -9.04234 0.66561 1.20606
H -7.62047 -0.33505 1.65094
H -9.67443 -1.09162 -0.72694
H -8.25255 -2.09235 -0.28213
H -8.40805 -1.43482 -1.92639
C -1.34231 -4.15648 4.50177
C -0.41585 -4.05757 3.31944
C 0.10541 -5.34395 2.73689
O -0.09717 -2.96736 2.84741
H -1.63863 -3.14997 4.81585
H -2.23994 -4.71487 4.22463
H -0.83110 -4.64638 5.33434
H -0.72775 -5.95525 2.38110
H 0.68117 -5.88678 3.49075
H 0.76185 -5.11877 1.88958
C 2.19208 -0.82116 3.30983
C 3.50576 -0.30764 3.83570
C 4.35902 0.50378 2.89794
O 3.86793 -0.54199 4.98758
H 1.68366 -1.38949 4.09598
H 1.55559 0.01771 3.01735
H 2.36617 -1.48233 2.45716
H 3.81906 1.40171 2.58712
H 4.62974 -0.09830 2.02692
H 5.27665 0.80727 3.41312
C 2.51352 5.90732 2.39163
C 3.31453 4.73966 2.90248
C 4.14374 4.95546 4.14009
O 3.29214 3.65093 2.33056
H 1.96449 5.60555 1.49329
H 1.79444 6.22505 3.15080
H 3.18255 6.73171 2.13226
H 3.49727 5.23078 4.97718
H 4.88545 5.73739 3.95868
H 4.66755 4.02724 4.39225
C 1.59208 8.68919 -0.73353
C 2.90576 9.20272 -0.20766
C 3.75902 10.01414 -1.14542
O 3.26793 8.96836 0.94422
H 1.08366 8.12086 0.05262
H 0.95559 9.52806 -1.02601
H 1.76617 8.02803 -1.58621
H 3.21906 10.91207 -1.45624
H 4.02974 9.41206 -2.01644
H 4.67665 10.31763 -0.63024
C -1.30013 4.24574 -0.79492
C -0.98391 5.63928 -1.26826
C -1.92102 6.26172 -2.26838
O 0.00235 6.24608 -0.85353
H -0.53875 3.92516 -0.07586
H -2.27493 4.23345 -0.30099
H -1.29389 3.55527 -1.64211
H -2.92350 6.33926 -1.84007
H -1.94246 5.66116 -3.18125
H -1.56811 7.26781 -2.51896
```

The total energy is -62320.72940 eV. The value obtained for the energy above the lowest of the compared OMol25 structures with the same formula, charge and spin is 306.3 kcal per mole. The SMILES is COCCCc1ccc2c(c1)C(=O)NC2=O.CC(C)=O.CC(C)=O.CC(C)=O.CC(C)=O.CC(C)=O.CC(C)=O.CC(C)=O.CC(C)=O. For the molecular weight, the calculation gives 683.88 g/mol. As for the orbital gap: 7.7643 eV.



(2)
The following is a DFT calculation (wB97M-V/def2-TZVPD) of a molecular structure, C36H62BClGeN4O5PbSe in a non-equilibrium geometry.

Geometry as XYZ:
```
112
C36H62BClGeN4O5PbSe wB97M-V/def2-TZVPD
Pb 0.50845 0.02665 -0.13305
O 0.51876 -5.23993 -0.86232
Cl -0.38212 -3.05290 -2.10345
O -1.55009 -2.90324 -2.95641
O -0.79659 -3.55459 -0.77506
O 0.15043 -1.64840 -1.84740
C 1.02118 -5.23410 2.01226
C 1.23715 -4.00180 1.11881
C 1.54243 -4.42597 -0.31695
C 2.30821 -3.12966 1.74999
C 3.66681 -3.38969 1.58903
C 4.61336 -2.71719 2.34747
C 4.20721 -1.80654 3.31505
C 2.85940 -1.50602 3.49304
C 2.43617 -0.58375 4.63108
C 3.17349 0.75709 4.64461
C 2.63764 -1.29752 5.97236
C 1.92925 -2.15070 2.66232
N 0.54097 -1.87072 2.77467
B -0.27811 -0.96414 2.01355
N -1.54649 -1.00464 2.71530
C -1.46177 -1.95363 3.74124
C -0.21660 -2.45516 3.79101
C -2.77730 -0.27676 2.61539
C -3.59913 -0.50908 1.51063
C -4.86181 0.07742 1.48653
C -5.30391 0.87773 2.52327
C -4.46751 1.12710 3.59980
C -3.19363 0.57231 3.66690
C -2.32333 0.93939 4.86192
C -2.38057 2.44641 5.13967
C -2.74090 0.21093 6.14607
C -3.15002 -1.38297 0.34919
C -3.26184 -0.63887 -0.98588
C -3.93304 -2.69804 0.31040
H 0.31683 -5.91879 1.54106
H 0.62763 -4.94420 2.98721
H 1.96721 -5.75890 2.16709
H 0.29840 -3.44034 1.07821
H 2.44914 -5.02947 -0.36193
H 1.69293 -3.52817 -0.92618
H -0.30908 -4.74406 -0.81788
H 3.98693 -4.15331 0.89235
H 5.66797 -2.92962 2.21389
H 4.94963 -1.34722 3.95895
H 1.37264 -0.37216 4.52383
H 4.25225 0.62496 4.76135
H 2.82321 1.36845 5.47957
H 2.99890 1.31514 3.72590
H 3.69684 -1.50329 6.14637
H 2.10447 -2.24900 5.99488
H 2.26791 -0.68166 6.79578
H -2.32166 -2.20448 4.33774
H 0.19243 -3.20394 4.44972
H -5.51735 -0.11312 0.64638
H -6.29484 1.31355 2.49054
H -4.81360 1.76669 4.40308
H -1.29540 0.66101 4.62489
H -3.30931 2.71386 5.64840
H -2.34242 3.02238 4.21960
H -1.55347 2.75040 5.78530
H -3.78856 0.42129 6.37434
H -2.13450 0.55262 6.98875
H -2.62000 -0.86537 6.06228
H -2.09954 -1.64302 0.48566
H -4.28851 -0.33519 -1.19549
H -2.92265 -1.27487 -1.80594
H -2.64090 0.26204 -0.98281
H -4.97535 -2.52904 0.02684
H -3.91720 -3.18867 1.28581
H -3.47568 -3.36905 -0.41872
C 0.13263 6.70705 1.21185
Ge 1.08805 5.48186 2.39470
C 2.97967 5.50641 1.89308
C 0.87878 5.98486 4.27409
C 0.30359 3.67697 2.23819
Se -0.22341 3.13730 0.43339
C -2.14540 2.95049 0.69815
H 0.67545 7.65102 1.14128
H -0.87560 6.91264 1.57489
H 0.06049 6.27128 0.21468
H 3.33064 6.53982 1.90703
H 3.11491 5.11551 0.88268
H 3.59486 4.92898 2.58601
H 1.32752 6.96170 4.46264
H 1.36362 5.25264 4.92263
H -0.17925 6.03416 4.53636
H -0.60160 3.65803 2.82803
H 0.96907 2.90952 2.63479
H -2.54825 3.89279 1.06236
H -2.36171 2.14102 1.39084
H -2.57572 2.72805 -0.27651
C 4.95042 -1.99829 -1.20872
N 5.10260 -0.65163 -0.68576
C 6.30280 0.05496 -1.09244
C 4.08610 -0.07558 0.00033
O 2.94757 -0.56577 0.02092
N 4.35908 1.11863 0.63685
C 5.49494 1.21069 1.55351
C 3.17806 1.84670 1.06829
H 5.72514 -2.65230 -0.80108
H 5.03426 -1.99143 -2.29746
H 3.97690 -2.38125 -0.93362
H 6.47738 -0.13631 -2.15222
H 7.18441 -0.28006 -0.53861
H 6.17868 1.12452 -0.95143
H 6.17082 0.37193 1.41130
H 5.14173 1.17644 2.58686
H 6.04354 2.14128 1.39528
H 2.56269 2.10626 0.20586
H 3.49752 2.76993 1.54502
H 2.57616 1.26272 1.77452
```

The total energy is -194840.43865 eV. The value obtained for the energy above the lowest of the compared OMol25 structures with the same formula, charge and spin is 10.9 kcal per mole. For the molecular weight, the calculation gives 1035.95 g/mol. As for the orbital gap: 7.7520 eV.



(3)
The following is a DFT calculation (wB97M-V/def2-TZVPD) of a molecular structure, C36H63Br27HgN3O3 in a non-equilibrium geometry.

Geometry as XYZ:
```
133
C36H63Br27HgN3O3 wB97M-V/def2-TZVPD
Hg -0.64868 -1.23712 1.94217
C -2.00698 -1.16693 6.63385
C -1.53254 -0.51599 5.30484
C -0.71585 0.73467 5.60913
C 0.73889 0.51279 6.04160
C 1.40443 -0.47815 5.17645
C 0.63160 -1.76863 4.91199
N -0.72197 -1.40397 4.43135
O -1.49686 -2.50851 3.90665
C 0.78065 -2.79252 6.03968
C 1.38692 -2.37852 3.70648
C -2.77610 -0.08820 4.48181
H -1.48031 -0.74841 7.49310
H -1.78140 -2.23658 6.63706
H -3.08615 -1.18747 6.79186
H -1.22067 1.26746 6.42335
H -0.72513 1.46622 4.79455
H 0.76785 0.13405 7.07225
H 1.22571 1.48940 6.09752
H 2.36777 -0.73429 5.63670
H 1.70135 -0.04521 4.21710
H 0.47190 -3.80043 5.76314
H 0.27182 -2.58084 6.98405
H 1.82132 -2.82476 6.37683
H 0.90591 -3.10703 3.04498
H 2.22704 -2.93159 4.13736
H 1.76119 -1.64744 2.98100
H -3.39339 -0.94968 4.24127
H -2.37716 0.44463 3.61437
H -3.41288 0.63853 4.99430
C -3.22472 -1.28450 -0.65524
C -3.73427 -2.42235 0.24849
C -5.10891 -2.94038 -0.26392
C -4.98002 -3.77876 -1.54171
C -3.95446 -4.88539 -1.28644
C -2.64511 -4.49953 -0.61168
N -2.84569 -3.54351 0.45063
O -1.64027 -3.26925 1.10051
C -1.68266 -4.01389 -1.72598
C -2.02399 -5.82001 -0.13274
C -4.03750 -1.75971 1.62852
H -2.17905 -1.00189 -0.53700
H -3.76016 -0.34333 -0.49321
H -3.44234 -1.51860 -1.70008
H -5.72035 -2.07775 -0.54951
H -5.60153 -3.42905 0.57577
H -4.60434 -3.24193 -2.41858
H -5.93113 -4.19842 -1.87568
H -3.72664 -5.37031 -2.24395
H -4.47027 -5.72847 -0.81169
H -2.16913 -3.23169 -2.32332
H -1.48157 -4.84056 -2.41014
H -0.74768 -3.53728 -1.42876
H -1.73456 -6.57779 -0.86425
H -2.66068 -6.31045 0.60601
H -1.05579 -5.54336 0.29611
H -4.75945 -0.93701 1.59302
H -3.14629 -1.30982 2.05941
H -4.47428 -2.50582 2.29377
C 1.35873 -1.22087 -0.53169
C 0.94480 0.23196 -0.79964
C 0.13423 0.07090 -2.11585
C -0.68429 1.29841 -2.47656
C -1.47841 1.89117 -1.29293
C -0.78162 1.88162 0.09249
N -0.00413 0.64300 0.27577
O 0.69523 0.61835 1.55266
C -1.91883 1.83542 1.13345
C 0.00280 3.21556 0.15832
C 2.13082 1.19162 -1.07838
H 0.45259 -1.75833 -0.23728
H 1.95173 -1.25099 0.38779
H 1.87489 -1.74453 -1.33480
H -0.49691 -0.81455 -2.19844
H 0.78962 0.05399 -2.99295
H -1.47832 1.08246 -3.19153
H 0.03579 2.01744 -2.87978
H -2.48763 1.48180 -1.33555
H -1.59559 2.92895 -1.60588
H -2.48270 2.75661 1.28489
H -1.36155 1.72875 2.07432
H -2.59564 0.98845 1.02883
H 0.64004 3.16963 1.04427
H -0.73754 4.01713 0.16366
H 0.60492 3.37693 -0.73407
H 2.36846 1.81359 -0.21138
H 1.76845 1.90319 -1.82296
H 3.04272 0.67871 -1.36382
C 6.59735 -1.27910 -0.48636
Br 8.16768 -0.11504 -0.24913
Br 5.22292 -0.69888 0.74318
Br 7.10995 -3.14323 -0.13621
H 6.24777 -1.06428 -1.48871
C 3.79358 6.97351 -2.81912
Br 5.22408 7.45498 -1.63967
Br 2.06065 7.45166 -2.05328
Br 3.87668 5.04155 -3.14531
H 3.95520 7.51959 -3.73894
C 3.44590 3.10800 -6.42610
Br 5.12278 3.09872 -5.51565
Br 3.00466 1.36502 -7.15524
Br 3.28564 4.56133 -7.70631
H 2.67966 3.32606 -5.69032
C -0.87012 1.96538 -7.99181
Br -0.98120 1.91458 -9.94679
Br -2.57776 1.72416 -7.09612
Br 0.01829 3.63046 -7.41726
H -0.23484 1.13918 -7.69702
C 2.49074 -5.57664 -0.75377
Br 1.13117 -6.08408 -2.02835
Br 1.92175 -4.26590 0.60637
Br 4.13973 -5.08115 -1.70793
H 2.65272 -6.47200 -0.16962
C 2.91622 2.91809 1.70172
Br 1.14256 3.32064 2.37207
Br 4.12978 2.80788 3.22716
Br 3.52932 4.29605 0.40085
H 2.85533 1.99790 1.13485
C -0.57482 5.69976 1.64787
Br -0.19325 5.44562 3.55467
Br 0.21907 7.29672 0.83665
Br -2.49372 5.56790 1.30866
H -0.03257 4.90889 1.14162
C 4.12177 -1.95536 -5.45815
Br 2.24206 -2.19287 -5.91376
Br 4.92802 -3.50417 -4.64989
Br 4.48190 -0.35180 -4.42223
H 4.60900 -1.74665 -6.40162
C -0.70963 7.20630 -4.53568
Br -1.03042 7.19745 -2.62215
Br -2.28090 6.55682 -5.48058
Br 0.86852 6.08639 -4.81855
H -0.45135 8.22955 -4.77220
```

As for the charge: -1. The total energy is -1944274.19254 eV. The value obtained for the energy above the lowest of the compared OMol25 structures with the same formula, charge and spin is 75.6 kcal per mole. For the molecular weight, the calculation gives 2943.92 g/mol. As for the orbital gap: 4.6903 eV.



(4)
The following is a DFT calculation (wB97M-V/def2-TZVPD) of 9 unconnected molecules or ions with the total composition C36H63BrN8O10 in a non-equilibrium geometry.

Geometry as XYZ:
```
118
C36H63BrN8O10 wB97M-V/def2-TZVPD
C 1.27705 -0.26070 1.85718
C 0.69892 0.12356 0.67671
C -0.53412 0.95643 0.75544
C -0.36410 2.33698 0.65574
C -1.44047 3.20125 0.76571
C -2.71130 2.68201 0.97468
C -2.90682 1.31669 1.03116
C -1.82495 0.43092 0.91998
C -2.10463 -1.01920 0.97152
O -1.34364 -1.85140 1.38697
C -3.46540 -1.40168 0.47426
Br -3.71138 -3.08177 -0.36214
C -4.49467 -0.57662 0.59088
C -4.27207 0.74872 1.21924
O -5.11454 1.32274 1.85900
H 2.25579 0.07357 2.18075
H 0.68419 -0.88381 2.52088
H 1.11999 -0.13721 -0.29028
H 0.63372 2.72156 0.49537
H -1.26264 4.26707 0.70187
H -3.54699 3.35666 1.09064
H -5.49149 -0.80623 0.24852
C 0.07042 9.38346 -0.62068
N 0.03808 8.11750 0.08699
C -0.26374 6.89194 -0.40090
C -0.61813 6.78344 -1.86174
O -0.24343 5.91010 0.33129
H 1.07111 9.81361 -0.55777
H -0.63437 10.07904 -0.16259
H -0.19147 9.25299 -1.66449
H 0.26627 8.11492 1.06864
H -0.82882 5.74351 -2.09035
H -1.50319 7.37930 -2.08827
H 0.21479 7.11501 -2.48183
C -0.41812 -3.21973 -2.29239
N 0.99640 -2.95757 -2.48109
C 1.68756 -2.82313 -3.64938
C 0.91201 -2.95913 -4.93751
O 2.88760 -2.60248 -3.62374
H -0.87381 -2.40812 -1.72061
H -0.55342 -4.14717 -1.73086
H -0.92762 -3.30802 -3.24545
H 1.57307 -2.85362 -1.66510
H 1.58569 -2.83002 -5.77329
H 0.46029 -3.94946 -5.00544
H 0.13600 -2.19781 -4.99992
C 2.80270 5.33325 3.49153
N 2.64264 5.28917 2.05145
C 3.60361 5.11158 1.10601
C 5.02162 4.93392 1.58534
O 3.30959 5.10276 -0.08189
H 2.20649 4.54337 3.95288
H 2.45079 6.29382 3.87350
H 3.84170 5.20275 3.77330
H 1.71412 5.40087 1.66802
H 5.66841 4.80564 0.72259
H 5.34761 5.81590 2.13680
H 5.10306 4.04721 2.21678
C -3.39599 -3.82190 -8.29738
N -2.08334 -3.58638 -7.72485
C -1.09423 -2.77493 -8.18577
C -1.36219 -2.00392 -9.45657
O -0.03637 -2.68369 -7.58394
H -4.16778 -3.54183 -7.57876
H -3.51158 -4.88133 -8.53142
H -3.53407 -3.24443 -9.20457
H -1.84085 -4.07180 -6.87598
H -0.48484 -1.40902 -9.68922
H -1.55420 -2.68478 -10.28650
H -2.21503 -1.33612 -9.32970
C -5.74028 -5.87901 2.50218
N -5.64124 -5.66001 1.06938
C -5.99045 -6.49418 0.06238
C -6.56418 -7.83891 0.44002
O -5.83706 -6.15752 -1.10502
H -6.38188 -5.11085 2.94047
H -4.74958 -5.80626 2.94679
H -6.15134 -6.85654 2.72497
H -5.26380 -4.78219 0.74295
H -6.78982 -8.38597 -0.47020
H -5.84401 -8.41107 1.02608
H -7.48386 -7.71716 1.01330
C -0.54810 -5.79592 4.80382
N -1.55083 -6.55394 4.07256
C -2.66262 -7.16078 4.55146
C -2.92730 -7.05706 6.03485
O -3.41788 -7.76262 3.80097
H -0.49051 -4.78059 4.41631
H 0.42939 -6.26543 4.67899
H -0.78537 -5.75553 5.86128
H -1.43502 -6.65951 3.07700
H -3.84728 -7.58804 6.25889
H -2.11422 -7.50937 6.60328
H -3.04202 -6.01434 6.33286
C 6.74374 11.13213 1.28463
N 6.71909 9.86717 1.99450
C 6.42864 8.63322 1.50666
C 6.08050 8.52257 0.04097
O 6.45165 7.65599 2.23884
H 7.73971 11.57292 1.35063
H 6.03064 11.82325 1.73730
H 6.48779 10.99703 0.23972
H 6.94182 9.86735 2.97730
H 5.87403 7.48172 -0.19010
H 5.19245 9.11243 -0.18896
H 6.91202 8.86092 -0.57824
C 2.44396 -4.55314 0.15056
N 1.94174 -3.93022 1.36054
C 2.32922 -4.13210 2.64415
C 3.42989 -5.13820 2.88752
O 1.80151 -3.51755 3.55907
H 2.83365 -3.77754 -0.50829
H 1.61837 -5.06306 -0.34972
H 3.23283 -5.26676 0.35957
H 1.20381 -3.24548 1.26539
H 3.62464 -5.18494 3.95457
H 3.13046 -6.12863 2.54160
H 4.34549 -4.83767 2.37739
```

The total energy is -140792.21333 eV. The value obtained for the energy above the lowest of the compared OMol25 structures with the same formula, charge and spin is 0.0 kcal per mole. The SMILES is C=Cc1cccc2c1C(=O)C(Br)=CC2=O.CNC(C)=O.CNC(C)=O.CNC(C)=O.CNC(C)=O.CNC(C)=O.CNC(C)=O.CNC(C)=O.CNC(C)=O. For the molecular weight, the calculation gives 847.85 g/mol. As for the orbital gap: 7.1361 eV.